*i*
{"formula": "C3H8N2O", "method": "ωB97M-V/def2-TZVPD", "homo_energy_ev": -9.464, "smiles": "CCNC(N)=O", "orbital_gap_ha": 0.3808, "symbols": ["C", "N", "C", "N", "O", "C", "H", "H", "H", "H", "H", "H", "H", "H"], "positions_angstrom": [[0.592, -0.452, -0.445], [-0.266, 0.079, 0.614], [-1.339, 0.938, 0.323], [-1.219, 2.083, -0.373], [-2.439, 0.589, 0.727], [1.432, -1.609, 0.162], [0.190, -0.773, -1.411], [1.332, 0.317, -0.676], [-0.756, -0.707, 1.023], [-1.934, 2.754, -0.148], [-0.398, 2.387, -0.856], [0.910, -2.562, 0.091], [2.427, -1.645, -0.264], [1.469, -1.399, 1.233]]}

---

*ii*
{"formula": "C3H8N2O", "method": "ωB97M-V/def2-TZVPD", "homo_energy_ev": -9.630, "smiles": "C=NC.NC=O", "orbital_gap_ha": 0.3928, "symbols": ["C", "C", "N", "H", "H", "H", "H", "H", "C", "N", "O", "H", "H", "H"], "positions_angstrom": [[-1.254, 1.250, -1.259], [-1.656, -0.114, 0.533], [-0.880, 0.084, -0.440], [-2.311, 1.511, -1.237], [-0.959, 0.983, -2.269], [-0.660, 2.118, -0.973], [-1.762, -0.967, 1.201], [-2.319, 0.699, 0.878], [2.294, -0.446, 0.274], [1.502, -1.457, 0.760], [2.239, 0.694, 0.633], [3.027, -0.853, -0.442], [1.903, -2.373, 0.916], [0.835, -1.129, 1.427]]}

---

Least stable of them? *ii*.

---

*i*
{"formula": "C3H8N2O", "method": "ωB97M-V/def2-TZVPD", "homo_energy_ev": [-6.398, -8.299], "orbital_gap_ha": [0.2352, 0.3326], "symbols": ["C", "C", "C", "N", "N", "O", "H", "H", "H", "H", "H", "H", "H", "H"], "positions_angstrom": [[0.719, 0.706, 0.742], [-0.584, -0.136, 0.355], [-1.564, 0.581, -0.503], [1.555, 0.738, -0.379], [-0.474, -1.466, 0.179], [2.228, -0.570, -0.364], [0.274, 1.625, 1.033], [1.076, 0.386, 1.720], [-1.076, 0.802, -1.507], [-2.044, 1.465, 0.069], [-2.405, 0.011, -0.679], [0.451, -1.848, -0.011], [-1.306, -1.853, -0.201], [3.149, -0.441, -0.452]]}

---

*ii*
{"formula": "C3H8N2O", "method": "ωB97M-V/def2-TZVPD", "homo_energy_ev": -9.442, "smiles": "CCNC(N)=O", "orbital_gap_ha": 0.3774, "symbols": ["C", "N", "C", "N", "O", "C", "H", "H", "H", "H", "H", "H", "H", "H"], "positions_angstrom": [[-0.072, -0.918, 0.120], [-0.329, 0.234, -0.746], [-0.767, 1.484, -0.421], [-0.805, 1.814, 0.914], [-1.108, 2.285, -1.270], [1.291, -1.533, -0.129], [-0.822, -1.683, -0.119], [-0.243, -0.624, 1.148], [-0.334, 0.059, -1.745], [-1.258, 2.684, 1.139], [-0.469, 1.259, 1.683], [1.380, -1.829, -1.170], [1.407, -2.381, 0.535], [2.128, -0.850, 0.062]]}

---

*iii*
{"formula": "C3H8N2O", "method": "ωB97M-V/def2-TZVPD", "homo_energy_ev": -9.235, "smiles": "C[C@@H](N)C(N)=O", "orbital_gap_ha": 0.3723, "symbols": ["N", "C", "C", "C", "N", "O", "H", "H", "H", "H", "H", "H", "H", "H"], "positions_angstrom": [[1.018, 0.741, 1.072], [0.596, 0.222, -0.189], [-0.495, 1.073, -1.016], [0.016, -1.233, -0.072], [-0.937, -1.544, 0.865], [0.266, -2.030, -0.958], [0.565, 1.598, 1.373], [1.956, 1.019, 0.911], [1.428, 0.102, -0.904], [-1.347, 0.817, -0.357], [-0.625, 0.737, -2.111], [-0.213, 2.059, -1.110], [-1.155, -2.529, 0.859], [-1.073, -1.031, 1.638]]}

---

*iv*
{"formula": "C3H8N2O", "method": "ωB97M-V/def2-TZVPD", "homo_energy_ev": [-6.879, -6.878], "orbital_gap_ha": [0.2874, 0.2875], "symbols": ["C", "C", "C", "H", "H", "H", "H", "H", "H", "N", "N", "O", "H", "H"], "positions_angstrom": [[-0.327, -0.788, -1.334], [0.457, 0.351, -0.744], [1.584, 0.051, 0.109], [0.476, 1.282, -1.298], [0.227, -1.327, -2.113], [-0.577, -1.524, -0.559], [-1.261, -0.439, -1.782], [2.324, 0.832, 0.256], [1.992, -0.955, 0.155], [-1.474, 0.574, 1.431], [-0.253, 0.888, 0.998], [0.645, 0.031, 1.581], [-2.178, 1.290, 1.318], [-1.636, -0.265, 1.982]]}

---

Least stable of them? *iv*.

---

*i*
{"formula": "C3H8N2O", "method": "ωB97M-V/def2-TZVPD", "homo_energy_ev": -8.655, "smiles": "C=CN.NC=O", "orbital_gap_ha": 0.3514, "symbols": ["C", "C", "N", "H", "H", "H", "H", "H", "C", "N", "O", "H", "H", "H"], "positions_angstrom": [[-1.805, -0.112, 1.206], [-1.557, 0.029, -0.109], [-0.909, 1.130, -0.713], [-2.016, 0.747, 1.828], [-1.773, -1.122, 1.592], [-2.007, -0.660, -0.820], [-1.460, 1.398, -1.523], [-0.816, 1.902, -0.058], [2.551, -0.494, 0.198], [1.553, -0.624, -0.712], [2.545, 0.302, 1.106], [3.338, -1.260, 0.054], [1.544, -1.305, -1.445], [0.811, 0.068, -0.605]]}

---

*ii*
{"formula": "C3H8N2O", "method": "ωB97M-V/def2-TZVPD", "homo_energy_ev": -8.611, "smiles": "[H]/N=C/N.C=CO", "orbital_gap_ha": 0.3481, "symbols": ["C", "C", "O", "H", "H", "H", "H", "N", "C", "N", "H", "H", "H", "H"], "positions_angstrom": [[2.378, -1.830, -1.020], [1.147, -1.390, -0.812], [0.824, -0.338, -0.029], [2.496, -2.714, -1.630], [3.268, -1.479, -0.516], [0.311, -1.888, -1.287], [-0.094, -0.456, 0.307], [-0.827, 2.119, 0.231], [-1.802, 1.371, 0.791], [-1.642, 0.163, 1.178], [0.112, 1.742, 0.241], [-0.885, 3.124, 0.267], [-2.757, 1.880, 0.953], [-2.528, -0.302, 1.327]]}

---

*iii*
{"formula": "C3H8N2O", "method": "ωB97M-V/def2-TZVPD", "homo_energy_ev": -8.789, "smiles": "CC(=O)NCN", "orbital_gap_ha": 0.3545, "symbols": ["O", "C", "N", "C", "N", "C", "H", "H", "H", "H", "H", "H", "H", "H"], "positions_angstrom": [[-1.286, 1.810, 0.204], [-0.270, 1.217, 0.337], [-0.231, -0.156, 0.592], [-0.812, -1.022, -0.392], [0.012, -2.112, -0.838], [1.144, 1.843, 0.384], [0.364, -0.362, 1.415], [-1.624, -1.626, 0.150], [-1.381, -0.390, -1.019], [-0.566, -2.556, -1.629], [0.106, -2.913, -0.096], [1.092, 2.910, -0.161], [1.553, 1.955, 1.317], [1.900, 1.403, -0.263]]}

---

Least stable of them? *iii*.